Entry 1:
Here is a 2-piece molecular cluster, C2H6IO overall from the Open Molecules 2025 dataset. Energies are from ωB97M-V with the def2-TZVPD basis set.

Each line ends with the Löwdin charge.
Geometry (Å):
I -1.20 1.04 3.46  -0.7203
C 0.23 0.64 -0.86  -0.1024
C 0.00 -0.81 -0.45  -0.3375
O 0.42 -1.07 0.89  -0.1557
H -0.49 0.93 -1.64  0.0652
H 1.25 0.78 -1.20  0.0641
H 0.01 1.34 -0.06  0.0570
H 0.56 -1.51 -1.07  0.0983
H -1.07 -1.06 -0.51  0.1016
H 0.29 -0.28 1.44  -0.0703

Output
* relative energy (zero: lowest compared OMol25 entry of this formula, charge and spin): 19.0 kJ/mol
* max |F|: 1.1 eV/Å
* net charge: -1
* DFT total energy: -452.81845 hartree
* HOMO level: -3.5 eV
* HOMO-LUMO gap: 0.27155 Eh



Entry 2:
Here is a 8-piece molecular cluster, C39H79BrN3O30S7 overall from the Open Molecules 2025 dataset. Energies are from ωB97M-V with the def2-TZVPD basis set.

Each line ends with the Löwdin charge.
Geometry (Å):
C 1.22 -2.48 6.93  -0.0998
N -0.11 -2.17 6.37  -0.1009
C 0.00 -1.52 5.07  -0.1718
C -1.25 -0.69 4.68  -0.3141
C -0.86 0.03 3.39  -0.1172
C -1.97 0.87 2.69  -0.1557
C -1.92 0.62 1.18  -0.2104
C -2.35 1.83 0.33  -0.1835
C -2.35 1.38 -1.15  -0.1905
C -1.69 2.43 -2.07  -0.1842
C -0.83 1.70 -3.12  -0.1961
C -0.82 2.39 -4.49  -0.1942
C -2.19 2.30 -5.18  -0.1597
C -2.33 1.03 -6.01  -0.2367
O -3.72 0.80 -6.21  -0.1845
C -4.00 -0.01 -7.34  -0.1042
C -2.39 -1.73 4.52  -0.2280
C -2.41 -2.36 3.11  -0.1643
C -3.16 -3.70 3.10  -0.1525
C -2.40 -4.82 3.82  -0.2273
O -2.89 -6.09 3.43  -0.1807
C -4.07 -6.46 4.12  -0.1048
C -3.80 -1.17 4.84  -0.1169
C -3.85 -0.27 6.10  -0.1945
C -2.48 -0.17 6.76  -0.6333
Br -2.64 1.00 8.30  0.8309
N -1.55 0.36 5.74  -0.0431
N -0.30 0.83 6.26  0.1310
C -0.09 2.10 6.26  -0.3403
C -0.43 3.04 5.14  0.0038
C 0.61 2.67 7.45  -0.0196
H 1.69 -1.60 7.34  0.0789
H 1.86 -2.98 6.19  0.0830
H 1.06 -3.22 7.72  0.0826
H -0.53 -3.08 6.21  0.0947
H 0.05 -2.29 4.29  0.1316
H 0.91 -0.94 4.95  0.1226
H 0.00 0.65 3.65  0.0892
H -0.48 -0.69 2.67  0.1144
H -2.96 0.73 3.11  0.1072
H -1.73 1.93 2.80  0.0991
H -0.88 0.44 0.91  0.1175
H -2.48 -0.26 0.89  0.0921
H -3.34 2.14 0.67  0.1155
H -1.61 2.61 0.51  0.1048
H -1.81 0.44 -1.24  0.0751
H -3.39 1.24 -1.43  0.1189
H -2.47 3.04 -2.52  0.1063
H -1.02 3.10 -1.52  0.1051
H -1.25 0.70 -3.24  0.1024
H 0.18 1.63 -2.71  0.0932
H -0.03 1.97 -5.10  0.0862
H -0.61 3.46 -4.34  0.1150
H -3.02 2.31 -4.48  0.1085
H -2.28 3.18 -5.82  0.1177
H -1.88 0.18 -5.48  0.1084
H -1.82 1.20 -6.96  0.1145
H -4.64 0.55 -8.02  0.0874
H -4.58 -0.88 -7.01  0.0802
H -3.09 -0.34 -7.83  0.0747
H -2.26 -2.56 5.21  0.1180
H -2.95 -1.69 2.44  0.0990
H -1.41 -2.54 2.73  0.1003
H -3.32 -4.02 2.07  0.1141
H -4.14 -3.60 3.57  0.1064
H -1.33 -4.81 3.58  0.1318
H -2.52 -4.72 4.91  0.1120
H -3.94 -6.37 5.20  0.0895
H -4.26 -7.51 3.90  0.0915
H -4.93 -5.87 3.78  0.0853
H -4.27 -0.72 3.97  0.1140
H -4.41 -2.04 5.07  0.1130
H -4.47 -0.76 6.85  0.1130
H -4.28 0.72 5.92  0.1105
H -2.17 -1.14 7.13  0.0989
H -2.08 1.10 5.25  0.1538
H -0.08 4.05 5.32  0.0958
H 0.03 2.72 4.21  0.0662
H -1.52 3.13 5.02  0.0949
H 1.09 3.61 7.16  0.0790
H -0.13 2.92 8.22  0.0788
H 1.41 2.02 7.82  0.0971
C 2.34 -2.16 -7.77  -0.1486
C 1.08 -2.20 -8.61  -0.1589
O 0.12 -1.43 -7.87  -0.1878
S 0.87 -0.26 -7.08  0.5852
O 0.76 0.94 -7.84  -0.2084
O 0.50 -0.33 -5.72  -0.2331
O 2.37 -0.82 -7.24  -0.1870
H 2.29 -2.86 -6.94  0.1354
H 3.23 -2.36 -8.35  0.1381
H 0.71 -3.21 -8.77  0.1153
H 1.23 -1.72 -9.58  0.1412
C -3.75 -2.79 -2.62  -0.1411
C -3.50 -4.18 -2.07  -0.1463
O -2.13 -4.14 -1.63  -0.1718
S -1.78 -2.68 -1.10  0.5947
O -1.89 -2.64 0.31  -0.2267
O -0.59 -2.24 -1.75  -0.2124
O -3.03 -1.92 -1.73  -0.1955
H -3.33 -2.68 -3.62  0.1383
H -4.80 -2.54 -2.64  0.1396
H -3.63 -4.96 -2.81  0.1411
H -4.13 -4.39 -1.20  0.1340
C 2.51 -0.73 -1.96  -0.1406
C 2.87 0.72 -1.73  -0.1633
O 3.81 0.69 -0.64  -0.2111
S 4.68 -0.66 -0.73  0.5970
O 5.91 -0.38 -1.37  -0.2014
O 4.62 -1.29 0.54  -0.2241
O 3.74 -1.44 -1.77  -0.1729
H 1.78 -1.09 -1.22  0.1190
H 2.12 -0.91 -2.96  0.1376
H 2.01 1.33 -1.46  0.1213
H 3.37 1.15 -2.60  0.1132
C 4.12 0.98 2.55  -0.1415
C 2.66 1.12 2.19  -0.1446
O 2.06 1.74 3.35  -0.2373
S 3.13 2.73 4.03  0.5765
O 2.87 4.05 3.58  -0.2052
O 3.21 2.41 5.41  -0.2261
O 4.42 2.19 3.28  -0.1643
H 4.29 0.13 3.22  0.1433
H 4.76 0.89 1.68  0.1145
H 2.18 0.16 1.99  0.1355
H 2.52 1.78 1.33  0.1316
C 5.27 6.00 6.21  -0.1616
C 5.57 4.57 6.62  -0.1663
O 7.00 4.48 6.57  -0.1830
S 7.65 5.89 6.97  0.6054
O 8.01 5.87 8.34  -0.2144
O 8.57 6.25 5.96  -0.2110
O 6.31 6.77 6.82  -0.1858
H 5.33 6.12 5.13  0.1358
H 4.30 6.34 6.56  0.1345
H 5.12 3.84 5.96  0.1003
H 5.25 4.38 7.65  0.1375
C 6.64 2.64 -4.20  -0.1544
C 6.36 3.90 -5.00  -0.1541
O 5.14 4.41 -4.44  -0.1813
S 5.08 4.07 -2.88  0.6026
O 5.50 5.19 -2.14  -0.2024
O 3.84 3.43 -2.62  -0.2309
O 6.24 2.98 -2.86  -0.1857
H 6.02 1.81 -4.55  0.1329
H 7.68 2.36 -4.22  0.1390
H 6.24 3.71 -6.06  0.1374
H 7.14 4.65 -4.85  0.1366
C -4.73 -4.33 -10.14  -0.1523
C -4.30 -2.89 -9.96  -0.1568
O -3.30 -2.95 -8.93  -0.2040
S -2.50 -4.33 -9.03  0.5998
O -1.30 -4.10 -9.75  -0.2217
O -2.51 -4.95 -7.76  -0.2132
O -3.52 -5.09 -10.00  -0.1795
H -5.42 -4.64 -9.36  0.1355
H -5.18 -4.52 -11.11  0.1388
H -5.11 -2.24 -9.66  0.1353
H -3.83 -2.50 -10.87  0.1379

Output
* max |F|: 2.5 eV/Å
* net charge: +1
* DFT total energy: -9315.75090 hartree
* HOMO level: -11.0 eV
* HOMO-LUMO gap: 0.31917 Eh



Entry 3:
Here is a 2-piece molecular cluster, CH4NOP overall from the Open Molecules 2025 dataset. Energies are from ωB97M-V with the def2-TZVPD basis set.

Each line ends with the Löwdin charge.
Geometry (Å):
C 0.28 0.93 -0.46  -0.2591
N -0.56 0.54 0.60  -0.0396
O 0.82 -2.94 0.91  -0.6259
P -0.49 -2.41 0.60  0.7569
H 1.13 0.34 -0.29  0.0479
H -0.07 0.92 -1.45  0.0574
H 0.42 1.96 -0.39  0.0625
H -1.54 0.66 0.48  -0.0002

Output
* relative energy (zero: lowest compared OMol25 entry of this formula, charge and spin): 370.2 kJ/mol
* max |F|: 2.4 eV/Å
* DFT total energy: -511.72314 hartree
* HOMO level (alpha / beta): -9.8 / -7.4 eV
* HOMO-LUMO gap (alpha / beta): 0.33933 / 0.22923 Eh



Entry 4:
Here is C4H6O2 as an isolated structure from the Open Molecules 2025 dataset. Energies are from ωB97M-V with the def2-TZVPD basis set.

Each line ends with the Löwdin charge.
Geometry (Å):
O -0.37 2.37 -1.09  0.0619
C -0.66 1.28 -0.67  -0.2374
C 0.83 -0.69 -0.56  -0.1434
C 0.22 0.48 0.25  -0.2056
C -0.44 -0.66 1.04  -0.1511
O -0.05 -1.64 0.06  -0.1064
H -1.57 0.75 -1.03  0.1421
H 0.70 -0.66 -1.64  0.1254
H 0.91 1.14 0.78  0.1456
H 1.89 -0.89 -0.33  0.1249
H -1.53 -0.63 1.18  0.1216
H 0.05 -0.84 2.01  0.1223

Output
* relative energy (zero: lowest compared OMol25 entry of this formula, charge and spin): 192.5 kJ/mol
* max |F|: 0.6 eV/Å
* DFT total energy: -306.43296 hartree
* HOMO level: -9.8 eV
* HOMO-LUMO gap: 0.39554 Eh



Entry 5:
Here is a 16-piece molecular cluster, H32O16 overall from the Open Molecules 2025 dataset. Energies are from ωB97M-V with the def2-TZVPD basis set.

Each line ends with the Löwdin charge.
Geometry (Å):
O -3.30 2.90 9.59  -0.0479
H -2.97 2.90 8.67  0.0706
H -4.21 3.25 9.44  0.0110
O -7.11 2.53 10.94  -0.0527
H -7.84 3.03 10.56  0.0659
H -6.73 2.13 10.14  0.0767
O -6.32 0.45 13.73  -0.0231
H -6.51 1.38 13.65  0.0147
H -7.06 -0.13 13.76  0.0554
O -3.43 5.56 11.25  -0.0597
H -4.12 5.07 10.82  -0.0284
H -2.94 4.95 11.82  -0.0288
O -6.02 5.73 15.67  -0.0466
H -5.79 6.67 15.63  0.0389
H -5.53 5.28 15.01  -0.0281
O -4.82 3.00 12.55  0.0467
H -4.72 3.82 12.96  -0.0110
H -5.20 3.22 11.75  -0.0263
O -5.56 4.64 9.64  -0.0605
H -5.30 5.14 8.86  0.0901
H -6.39 4.92 10.06  0.0670
O -2.68 0.83 11.46  -0.0608
H -3.29 0.12 11.32  0.0045
H -3.08 1.67 11.17  0.0053
O -1.69 3.79 12.29  -0.0050
H -2.24 3.43 12.95  -0.0044
H -1.23 4.54 12.66  0.0605
O -5.41 0.02 11.10  -0.0113
H -5.74 0.39 11.87  -0.0568
H -5.58 -0.89 11.29  0.0565
O -3.65 5.38 14.43  -0.0769
H -3.63 5.93 15.26  0.1013
H -2.96 5.76 13.85  0.0794
O -2.49 3.15 15.36  -0.0571
H -3.36 2.78 15.40  -0.0415
H -2.70 4.08 15.26  -0.0203
O -5.90 6.24 12.41  -0.0419
H -4.93 6.25 12.33  -0.0017
H -6.17 7.12 12.22  0.0257
O -8.26 3.01 13.35  -0.0575
H -8.95 2.34 13.28  0.0478
H -7.79 3.02 12.50  -0.0203
O -4.84 1.79 15.59  -0.0398
H -4.77 1.43 14.71  -0.0238
H -5.72 1.88 15.87  0.0316
O -3.46 0.26 13.93  -0.0334
H -2.58 0.01 14.09  0.0377
H -3.41 0.76 13.12  -0.0219

Output
* relative energy (zero: lowest compared OMol25 entry of this formula, charge and spin): 533.1 kJ/mol
* max |F|: 3.8 eV/Å
* DFT total energy: -1222.99571 hartree
* HOMO level: -9.9 eV
* HOMO-LUMO gap: 0.35011 Eh



Entry 6:
Here is a 2-piece molecular cluster, C4H3N3O3 overall from the Open Molecules 2025 dataset. Energies are from ωB97M-V with the def2-TZVPD basis set.

Each line ends with the Löwdin charge.
Geometry (Å):
N -2.45 0.15 0.98  0.1764
C -1.54 -0.16 0.27  -0.0613
C -0.08 -0.35 0.16  -0.3051
N 0.44 -1.50 0.38  0.1676
C 1.82 -1.51 0.37  -0.1183
N 2.58 -0.47 0.29  0.1823
C 2.00 0.77 0.15  -0.4903
O 2.56 1.83 0.18  0.1618
O 0.60 0.78 0.05  0.1604
H 2.29 -2.49 0.42  0.1308
O -2.80 0.73 -1.36  -0.1981
H -2.13 1.38 -1.61  0.0237
H -3.29 0.84 -0.26  0.1702

Output
* relative energy (zero: lowest compared OMol25 entry of this formula, charge and spin): 399.7 kJ/mol
* max |F|: 5.5 eV/Å
* SMILES string: N#Cc1ncnc(=O)o1.O
* DFT total energy: -544.10549 hartree
* HOMO level: -10.6 eV
* HOMO-LUMO gap: 0.32557 Eh